Entry 1:
{"formula": "C35H37ClP2Pb", "method": "ωB97M-V/def2-TZVPD", "elements": ["Pb", "C", "C", "C", "C", "C", "C", "C", "C", "C", "H", "H", "H", "H", "H", "H", "H", "H", "H", "H", "H", "H", "H", "H", "H", "P", "P", "C", "C", "C", "C", "C", "C", "C", "C", "C", "C", "C", "C", "C", "C", "C", "C", "C", "C", "C", "C", "C", "C", "C", "C", "C", "C", "H", "H", "H", "H", "H", "H", "H", "H", "H", "H", "H", "H", "H", "H", "H", "H", "H", "H", "H", "H", "H", "H", "Cl"], "xyz": [[-0.0242, 0.1816, -3.0400], [-1.3014, 5.9131, 3.8792], [-0.5350, 4.9147, 3.4318], [-0.4117, 3.5441, 4.0324], [-1.4477, 2.5328, 3.4950], [-2.9118, 2.8723, 3.6358], [-3.4741, 3.7360, 4.4828], [-2.7744, 4.5302, 5.5387], [-2.2648, 5.9077, 5.0347], [-1.2396, 1.0753, -1.3444], [-1.2193, 6.8846, 3.3816], [0.0805, 5.0799, 2.5416], [-0.4272, 3.5736, 5.1272], [0.5856, 3.1671, 3.7583], [-1.2764, 2.3941, 2.4122], [-1.2565, 1.5628, 3.9878], [-3.5749, 2.2747, 2.9991], [-4.5615, 3.8782, 4.4927], [-1.9760, 3.9471, 6.0107], [-3.5269, 4.7488, 6.3133], [-3.1699, 6.4821, 4.7721], [-1.8013, 6.4253, 5.8895], [-1.2443, 2.1547, -1.5712], [-0.8607, 0.9009, -0.3281], [-2.2625, 0.6765, -1.4385], [2.1329, -0.5864, -1.6758], [-0.8608, -2.3355, -2.1943], [1.5390, -1.9865, -0.7184], [0.4304, -2.7175, -0.9963], [3.7343, -1.1237, -2.3800], [4.5898, -1.9556, -1.6405], [5.8064, -2.3845, -2.1864], [6.1828, -1.9975, -3.4751], [5.3279, -1.1774, -4.2172], [4.1194, -0.7361, -3.6758], [2.6131, 0.6553, -0.3992], [1.6772, 0.9462, 0.6136], [1.7931, 2.1161, 1.3656], [2.9078, 2.9505, 1.1997], [3.9282, 2.5694, 0.3193], [3.7846, 1.4310, -0.4769], [-1.0544, -3.9780, -2.9961], [0.0667, -4.5407, -3.6399], [0.0349, -5.8736, -4.0495], [-1.1138, -6.6489, -3.8529], [-2.2465, -6.0709, -3.2723], [-2.2294, -4.7326, -2.8684], [-2.3536, -2.1537, -1.1315], [-3.4933, -1.5066, -1.6563], [-4.6002, -1.2682, -0.8399], [-4.5808, -1.6630, 0.5020], [-3.4543, -2.3053, 1.0245], [-2.3375, -2.5378, 0.2162], [2.2078, -2.2774, 0.1075], [0.2631, -3.6854, -0.4917], [4.3019, -2.2752, -0.6382], [6.4595, -3.0254, -1.5911], [7.1349, -2.3360, -3.8904], [5.6172, -0.8789, -5.2231], [3.4779, -0.0686, -4.2509], [0.8288, 0.2778, 0.7779], [0.9994, 2.3753, 2.0644], [2.9768, 3.8866, 1.7538], [4.8278, 3.1784, 0.2438], [4.5827, 1.1467, -1.1609], [0.9672, -3.9381, -3.7750], [0.9174, -6.3150, -4.5107], [-1.1162, -7.7023, -4.1391], [-3.1439, -6.6699, -3.1204], [-3.1207, -4.2892, -2.4221], [-3.4991, -1.1634, -2.6945], [-5.4788, -0.7712, -1.2536], [-5.4431, -1.4719, 1.1435], [-3.4297, -2.6275, 2.0658], [-1.4448, -2.9996, 0.6383], [1.6457, 1.8834, -4.0260]], "atomic_forces_ev_per_a": [[-0.90, 0.67, -2.43], [0.21, 0.03, -0.24], [-0.18, 0.42, 0.08], [0.14, -0.32, -0.06], [0.05, -0.05, -0.10], [-0.35, -0.06, 0.30], [-0.18, -0.40, -0.13], [0.05, 0.53, 0.27], [-0.18, -0.35, 0.43], [-0.02, 0.38, 0.57], [-0.07, -0.33, -0.04], [-0.19, 0.12, 0.25], [0.08, 0.00, -0.38], [-0.28, 0.03, 0.25], [0.08, -0.08, 0.34], [-0.07, 0.15, -0.28], [0.21, 0.34, 0.05], [0.33, -0.23, -0.33], [-0.34, 0.27, -0.03], [0.37, -0.09, -0.05], [0.43, 0.01, -0.06], [-0.14, 0.03, -0.18], [0.02, -0.36, 0.23], [-0.28, 0.18, -0.27], [0.46, 0.19, 0.04], [0.67, 0.75, 0.74], [-0.91, -0.77, 0.05], [-0.41, -1.17, 0.33], [1.06, -0.33, 0.78], [0.29, -0.40, -0.33], [0.13, 0.01, -0.27], [-0.20, 0.08, 0.17], [-0.35, 0.09, 0.17], [0.19, -0.12, 0.24], [-0.15, 0.01, 0.13], [0.02, -0.01, 0.48], [0.12, 0.25, -0.37], [0.35, -0.10, -0.13], [-0.13, -0.41, -0.22], [-0.33, -0.06, 0.21], [-0.36, -0.07, -0.05], [0.08, -0.34, 0.17], [-0.40, -0.02, 0.32], [-0.15, 0.06, -0.01], [0.05, 0.28, 0.15], [0.17, 0.10, -0.21], [0.26, -0.19, 0.00], [-0.01, 0.00, 0.16], [0.23, -0.26, 0.29], [0.15, -0.15, 0.02], [0.17, -0.15, -0.06], [0.06, 0.10, -0.17], [-0.36, 0.19, -0.16], [-0.44, -0.24, -0.33], [0.32, 0.55, 0.15], [0.19, 0.07, -0.24], [-0.18, 0.18, -0.19], [-0.34, 0.12, 0.11], [-0.14, 0.01, 0.21], [0.06, -0.14, 0.13], [0.16, 0.27, -0.14], [0.30, -0.10, -0.19], [0.04, -0.27, -0.08], [-0.20, -0.16, -0.05], [-0.25, 0.15, -0.02], [-0.17, -0.21, 0.04], [-0.21, 0.10, 0.07], [-0.03, 0.34, 0.06], [0.18, 0.17, -0.07], [0.29, -0.16, -0.01], [0.01, -0.15, 0.29], [0.26, -0.11, 0.14], [0.25, -0.06, -0.22], [-0.07, 0.15, -0.24], [-0.35, 0.07, -0.04], [0.84, 0.98, -0.01]], "charge": 0, "orbital_gap_ev": 6.4, "lumo_energy_ev": -0.03, "max_force_ev_per_a": 2.68}

Entry 2:
{"formula": "C28H29N3PtSi", "method": "ωB97M-V/def2-TZVPD", "elements": ["C", "C", "C", "H", "C", "C", "H", "H", "H", "H", "Pt", "C", "H", "H", "H", "Si", "C", "C", "H", "C", "H", "C", "H", "C", "H", "C", "H", "C", "C", "H", "C", "H", "C", "H", "C", "H", "C", "H", "H", "H", "N", "C", "C", "C", "C", "C", "N", "C", "C", "C", "C", "C", "N", "H", "H", "H", "H", "H", "H", "H", "H", "H"], "xyz": [[0.5006, 2.2752, 2.7781], [0.4955, 2.7578, 1.3872], [-0.8395, 3.1611, 1.0858], [1.4093, 2.9691, 0.8409], [-1.6613, 2.8990, 2.2096], [-0.9008, 2.3107, 3.2392], [-1.2165, 2.1047, 4.2588], [1.4119, 2.2968, 3.3683], [-1.1179, 3.7377, 0.2127], [-2.6868, 3.2501, 2.3243], [0.3139, 0.5019, 1.6548], [1.1421, 0.2857, -0.1928], [0.6233, 0.9596, -0.8985], [1.2409, -0.7738, -0.4700], [2.1602, 0.6983, -0.1269], [-0.3255, -0.5993, -2.3793], [1.3690, -0.4881, -3.1220], [2.1386, 0.6867, -3.1424], [1.8436, 1.5588, -2.5574], [3.3087, 0.7542, -3.9142], [3.8842, 1.6860, -3.9391], [3.7361, -0.3571, -4.6488], [4.6383, -0.2987, -5.2625], [3.0098, -1.5583, -4.5759], [3.3418, -2.4321, -5.1411], [1.8656, -1.6349, -3.7749], [1.3313, -2.5853, -3.6759], [-1.4193, 0.6289, -3.2176], [-1.1433, 0.9906, -4.5424], [-0.3076, 0.5201, -5.0735], [-1.9080, 1.9821, -5.1650], [-1.6743, 2.2741, -6.1896], [-2.9477, 2.6071, -4.4699], [-3.5340, 3.3917, -4.9537], [-3.2281, 2.2376, -3.1479], [-4.0305, 2.7361, -2.5998], [-2.4741, 1.2448, -2.5202], [-2.6714, 0.9606, -1.4815], [-0.8188, -0.6419, -0.9810], [-0.7091, -1.9737, -2.7763], [0.7070, -2.4680, 2.1398], [-0.6819, -2.2729, 1.9197], [-1.5532, -3.3597, 1.8450], [-2.9242, -3.1335, 1.9293], [-3.3588, -1.8068, 2.0266], [-2.4544, -0.7591, 1.9042], [-1.1183, -1.0170, 1.8808], [1.2970, -1.8453, 3.2548], [2.0538, -2.6012, 4.1451], [2.3715, -2.0310, 5.3763], [1.9202, -0.7345, 5.6483], [1.2770, -0.0069, 4.6543], [1.0281, -0.5530, 3.4353], [0.9393, -3.4555, 2.1075], [-1.1113, -4.3446, 1.8440], [-3.6304, -3.9594, 1.9453], [-4.4007, -1.5721, 2.2362], [-2.7537, 0.2853, 1.8494], [2.3057, -3.6216, 3.8680], [2.9450, -2.6009, 6.1055], [2.0275, -0.2911, 6.6377], [0.9648, 1.0247, 4.8274]], "atomic_forces_ev_per_a": [[-0.60, 1.53, -0.71], [0.01, 0.09, 1.63], [0.25, 0.02, 0.42], [-0.32, 0.12, -0.02], [0.06, 0.15, 0.34], [1.12, 0.92, -0.60], [-0.07, -0.06, -0.27], [-0.29, -0.10, 0.02], [-0.13, -0.35, -0.07], [0.17, -0.40, -0.16], [-0.33, 1.41, 0.43], [1.52, 0.07, -0.29], [0.05, -0.55, 0.15], [-0.13, 0.54, -0.28], [0.01, -0.14, -0.05], [-1.09, -1.15, 0.30], [0.90, -0.18, 0.13], [0.45, -0.21, -0.66], [-0.04, -0.21, -0.29], [-0.19, -0.05, 0.20], [-0.19, -0.39, 0.00], [-0.37, -0.27, 0.12], [-0.31, -0.01, 0.18], [0.25, 0.33, 0.20], [-0.04, 0.24, 0.24], [0.03, 0.46, -0.31], [0.10, 0.40, -0.19], [-0.11, 0.38, -0.09], [-0.36, 0.47, 0.04], [-0.34, 0.21, 0.17], [0.03, -0.11, 0.06], [-0.13, -0.04, 0.24], [0.12, -0.17, 0.16], [0.18, -0.24, 0.16], [-0.04, -0.02, -0.08], [0.20, -0.13, -0.20], [0.23, 0.16, -0.48], [0.06, 0.15, -0.34], [-0.04, 0.05, -0.16], [-0.08, -0.27, -0.34], [-0.05, -0.32, -0.24], [-0.37, 0.18, 0.37], [-0.14, 0.08, 0.29], [0.65, 0.37, -0.04], [-0.27, 0.36, -0.02], [0.59, -1.22, 0.15], [-1.36, -0.99, -0.44], [-0.45, 0.03, -0.16], [0.08, 0.23, 0.58], [-0.06, -0.07, -0.60], [-0.20, 0.17, 0.11], [0.38, -0.84, -0.24], [0.30, -0.24, 1.36], [0.01, 0.26, -0.06], [-0.22, -0.24, -0.08], [0.16, 0.15, 0.03], [0.14, -0.10, -0.37], [0.17, -0.17, 0.13], [0.05, 0.13, 0.26], [-0.20, 0.17, -0.10], [0.17, -0.10, -0.31], [0.07, -0.48, -0.19]], "s2": 2.017, "charge": 0, "multiplicity": 3, "orbital_gap_ev": [5.4, 6.8], "lumo_energy_ev": [0.12, 0.00], "de_lowest_kj_mol": 0.0, "max_force_ev_per_a": 1.79}

Entry 3:
{"formula": "C13H21Cl8N", "method": "ωB97M-V/def2-TZVPD", "elements": ["Cl", "C", "C", "Cl", "H", "H", "H", "H", "Cl", "C", "C", "Cl", "H", "H", "H", "H", "Cl", "C", "C", "Cl", "H", "H", "H", "H", "Cl", "C", "C", "Cl", "H", "H", "H", "H", "N", "C", "C", "C", "C", "C", "H", "H", "H", "H", "H"], "xyz": [[14.6645, -2.1299, -8.1106], [13.4082, -1.9129, -9.3603], [12.0106, -2.1993, -8.8217], [11.5187, -1.1047, -7.5527], [13.5817, -2.6314, -10.1604], [13.4779, -0.9083, -9.7679], [11.9673, -3.2277, -8.4665], [11.3577, -2.1271, -9.6940], [8.6731, 2.7111, -7.4800], [9.0145, 1.6108, -8.8537], [7.7378, 1.0105, -9.3732], [7.0424, -0.2492, -8.3031], [9.6556, 0.8090, -8.4824], [9.5822, 2.1114, -9.6340], [7.9047, 0.5270, -10.3319], [6.9791, 1.7827, -9.4761], [10.2201, -0.2910, -11.6856], [10.6288, -0.2421, -13.4387], [10.1897, -1.5194, -14.1016], [11.1558, -2.8937, -13.4536], [11.6785, -0.0091, -13.5796], [10.0489, 0.5728, -13.8790], [10.3236, -1.4771, -15.1808], [9.1528, -1.7693, -13.8965], [9.3485, -4.0186, -10.3485], [8.7028, -3.6477, -8.7495], [8.5498, -4.8579, -7.8476], [10.1215, -5.6531, -7.5618], [7.7659, -3.1080, -8.8687], [9.3946, -2.9635, -8.2559], [7.9036, -5.6265, -8.2585], [8.1939, -4.4879, -6.8888], [7.2950, 4.6375, -4.4494], [7.1678, 5.4546, -3.4129], [7.2119, 5.0541, -2.0916], [7.4360, 3.7077, -1.8278], [7.5934, 2.8468, -2.8967], [7.5232, 3.3438, -4.1896], [7.0004, 6.5006, -3.6533], [7.1620, 5.7779, -1.2898], [7.5376, 3.3815, -0.8007], [7.6447, 1.7715, -2.7718], [7.6636, 2.6901, -5.0391]], "atomic_forces_ev_per_a": [[-0.02, 0.04, -0.17], [-0.46, -0.20, 0.20], [0.84, -0.58, -1.10], [-0.30, 0.39, 0.38], [0.20, 0.01, 0.04], [0.08, 0.07, 0.13], [-0.08, 0.08, 0.21], [-0.26, 0.17, 0.27], [0.25, -0.02, -0.37], [0.20, -0.76, 0.56], [-0.30, 0.20, -0.33], [0.15, 0.13, 0.07], [0.00, 0.14, 0.11], [-0.28, 0.36, 0.00], [0.04, 0.03, -0.02], [-0.06, -0.08, -0.08], [0.29, 0.18, -0.28], [-0.83, 0.31, -0.17], [0.37, -0.54, 0.25], [-0.07, 0.04, -0.30], [0.12, -0.24, 0.23], [0.03, 0.02, 0.19], [0.19, 0.02, 0.03], [-0.04, 0.19, 0.10], [-0.01, -0.11, -0.35], [0.17, 0.18, 0.69], [0.10, 0.22, -0.32], [0.10, 0.03, 0.10], [-0.12, -0.20, -0.05], [0.02, 0.04, -0.17], [-0.18, 0.11, 0.02], [-0.13, -0.22, 0.05], [0.34, -0.48, -0.24], [-0.31, 0.40, -0.13], [0.50, -0.36, 0.17], [0.13, 0.46, 0.13], [-0.46, -0.53, -0.20], [-0.17, 0.65, 0.27], [0.01, -0.03, -0.01], [-0.16, 0.01, -0.03], [-0.15, -0.19, -0.05], [0.36, 0.08, 0.18], [-0.12, -0.03, -0.03]], "smiles": "c1ccncc1.ClCCCl.ClCCCl.ClCCCl.ClCCCl", "charge": 0, "orbital_gap_ev": 9.9, "lumo_energy_ev": 0.34, "de_lowest_kj_mol": 0.0, "max_force_ev_per_a": 1.50}

charge of number 2 (C28H29N3PtSi)? 0